[1]
{"formula": "C14H11NO8", "method": "ωB97M-V with the def2-TZVPD basis set", "elements": ["C", "C", "C", "C", "C", "C", "O", "C", "C", "C", "O", "O", "C", "C", "C", "O", "N", "C", "O", "H", "H", "H", "H", "H", "H", "H", "H", "H", "H", "H", "C", "O", "O", "O"], "coordinates": [[2.658, -1.845, 0.776], [1.604, -0.733, 0.491], [0.175, -1.046, 0.388], [-0.846, -0.012, 0.104], [-2.308, -0.528, -0.001], [-2.322, -1.588, -1.209], [-2.528, -1.106, -2.314], [-0.469, 1.403, -0.071], [-1.499, 2.535, -0.346], [-2.679, 2.591, 0.675], [-3.800, 2.912, 0.378], [-2.410, 2.220, 2.000], [0.963, 1.711, 0.012], [1.991, 0.657, 0.278], [3.374, 1.342, 0.287], [4.494, 0.926, 0.465], [3.070, 2.703, -0.001], [1.700, 3.055, -0.162], [1.291, 4.173, -0.390], [2.683, -2.617, -0.046], [3.654, -1.342, 0.900], [2.424, -2.366, 1.748], [-0.174, -2.115, 0.537], [-2.622, -1.056, 0.947], [-3.071, 0.252, -0.245], [-2.110, -2.702, -1.048], [-0.938, 3.510, -0.215], [-1.853, 2.555, -1.414], [-2.397, 1.239, 1.977], [3.771, 3.271, -0.472], [-0.478, -4.519, -1.044], [-1.236, -4.870, -1.989], [0.717, -4.960, -0.865], [-0.830, -3.648, -0.130]], "atomic_forces_ev_per_a": [[-0.116, 0.603, 0.232], [-0.777, 1.209, -0.507], [0.267, 2.147, 0.224], [1.691, 0.103, 0.459], [0.461, -0.640, 0.120], [-0.785, 0.633, -1.050], [0.184, -0.210, 0.851], [1.713, -1.178, 0.171], [0.791, 0.436, 0.564], [-0.369, -0.518, -0.681], [0.804, 0.265, 0.089], [0.031, -0.416, -1.066], [-0.244, -1.736, 0.313], [-1.997, 0.061, -0.004], [-2.024, -0.125, -0.379], [-0.445, 0.235, -0.149], [0.228, 0.599, -0.375], [-0.087, -2.132, 0.229], [0.349, -0.497, 0.022], [-0.240, 0.747, 0.863], [-0.844, -0.615, -0.257], [0.033, 0.419, -1.102], [0.310, 0.430, -0.581], [0.486, 0.455, -0.849], [0.772, -0.528, 0.055], [0.164, 0.825, 0.533], [-0.587, -0.947, -0.053], [-0.032, -0.307, 1.242], [0.331, 0.532, 0.192], [-0.166, -0.060, 0.533], [2.016, -0.411, 0.864], [-0.689, 0.149, -0.246], [0.411, -0.641, -0.750], [-1.641, 1.114, 0.490]], "multiplicity": 1, "total_charge": -2, "homo_ev": 0.894, "e_lumo_ev": 4.082}


[2]
{"formula": "C14H12AsMoN5O7S4", "method": "ωB97M-V with the def2-TZVPD basis set", "elements": ["Mo", "N", "C", "C", "C", "O", "O", "H", "H", "H", "H", "H", "H", "S", "As", "S", "S", "S", "N", "C", "O", "C", "C", "N", "C", "N", "H", "H", "O", "C", "O", "C", "C", "C", "C", "C", "C", "N", "O", "O", "H", "H", "H", "H"], "coordinates": [[1.028, 1.721, -0.073], [-1.267, 1.506, -0.406], [-2.059, 2.738, -0.256], [-2.010, 3.203, 1.188], [-0.622, 3.627, 1.661], [-0.499, 4.188, 2.731], [0.342, 3.393, 0.821], [-1.457, 1.050, -1.291], [-1.500, 0.840, 0.330], [-3.095, 2.572, -0.566], [-1.621, 3.495, -0.908], [-2.357, 2.412, 1.859], [-2.675, 4.055, 1.337], [3.788, 5.207, -1.171], [3.477, 3.207, -1.666], [1.341, 2.782, -2.194], [3.255, 1.978, 0.291], [4.788, 2.188, -2.928], [1.895, 0.923, 3.333], [0.884, 0.258, 2.744], [0.291, 0.776, 1.747], [0.454, -0.989, 3.262], [-0.592, -1.680, 2.602], [-1.444, -2.244, 2.060], [1.046, -1.541, 4.421], [1.529, -1.992, 5.372], [2.237, 1.754, 2.875], [2.483, 0.460, 4.003], [2.432, -1.661, -0.259], [1.382, -1.321, -0.756], [0.899, -0.119, -0.822], [0.458, -2.351, -1.359], [0.638, -3.689, -1.053], [-0.225, -4.648, -1.561], [-1.277, -4.283, -2.380], [-1.443, -2.941, -2.679], [-0.587, -1.970, -2.188], [-2.571, -2.541, -3.513], [-2.803, -1.353, -3.636], [-3.236, -3.426, -4.033], [1.460, -3.953, -0.401], [-0.085, -5.691, -1.305], [-1.970, -5.008, -2.778], [-0.712, -0.933, -2.459]], "atomic_forces_ev_per_a": [[0.146, 0.483, 0.411], [-0.093, -0.097, -0.017], [0.020, -0.038, 0.071], [-0.057, -0.056, -0.087], [0.005, 0.030, 0.010], [0.046, 0.021, -0.007], [0.023, -0.153, 0.000], [0.109, 0.043, -0.039], [-0.009, -0.040, -0.050], [-0.030, -0.001, 0.020], [0.016, 0.005, -0.029], [0.002, -0.007, 0.002], [-0.012, 0.013, 0.003], [0.041, 0.062, 0.024], [-0.089, -0.062, -0.082], [0.017, 0.007, -0.033], [-0.067, -0.072, -0.019], [0.061, -0.003, -0.034], [0.085, 0.084, 0.004], [-0.148, -0.159, 0.012], [0.165, -0.044, 0.007], [-0.020, 0.006, 0.074], [0.097, 0.025, 0.031], [0.028, 0.039, 0.020], [-0.168, -0.102, -0.116], [0.060, 0.093, -0.014], [0.012, -0.016, -0.009], [-0.006, -0.007, -0.003], [0.054, -0.032, 0.060], [0.056, 0.163, 0.327], [-0.237, -0.122, -0.455], [-0.155, 0.126, -0.189], [0.062, -0.077, 0.060], [0.048, -0.140, 0.053], [-0.097, -0.031, -0.056], [0.371, 0.015, 0.248], [-0.054, -0.036, -0.042], [-0.317, 0.009, -0.177], [0.012, -0.157, -0.045], [0.088, 0.215, 0.036], [-0.018, 0.001, -0.018], [-0.009, 0.011, -0.003], [-0.001, -0.015, 0.007], [-0.037, 0.012, 0.044]], "multiplicity": 3, "total_charge": -2, "homo_ev": [-2.274, -2.401], "e_lumo_ev": [3.190, 3.191]}


[3]
{"formula": "C14H12Cl5N5O2PtS", "method": "ωB97M-V with the def2-TZVPD basis set", "elements": ["Pt", "Cl", "C", "C", "Cl", "C", "Cl", "C", "O", "C", "Cl", "C", "Cl", "C", "H", "H", "C", "N", "C", "S", "N", "C", "H", "H", "H", "H", "H", "H", "H", "H", "N", "C", "O", "C", "C", "N", "C", "N", "H", "H"], "coordinates": [[-0.371, 0.396, -0.639], [1.034, -6.508, 2.156], [1.004, -4.791, 1.884], [0.061, -4.216, 1.031], [-1.078, -5.246, 0.220], [0.012, -2.850, 0.830], [-1.180, -2.177, -0.245], [0.915, -1.931, 1.474], [0.869, -0.691, 1.345], [1.880, -2.582, 2.323], [3.011, -1.538, 3.120], [1.915, -3.947, 2.521], [3.103, -4.639, 3.587], [0.347, 1.853, -1.810], [-0.402, 2.343, -2.423], [0.965, 2.568, -1.257], [-1.157, 3.772, 0.505], [-1.146, 2.576, 1.325], [-1.608, 1.345, 0.781], [-2.639, 1.233, -0.569], [-1.826, 0.448, 1.880], [-2.413, 0.990, 3.092], [-0.983, 4.634, 1.153], [-2.137, 3.875, 0.043], [-0.415, 3.773, -0.296], [-0.242, 2.408, 1.752], [-2.370, -0.333, 1.543], [-3.318, 1.589, 2.902], [-1.706, 1.621, 3.626], [-2.674, 0.152, 3.740], [2.541, 1.423, -2.816], [1.221, 0.868, -2.591], [1.200, -0.231, -1.666], [0.634, 0.504, -3.947], [1.215, 0.935, -5.147], [1.700, 1.286, -6.148], [-0.528, -0.282, -4.022], [-1.497, -0.924, -4.081], [2.954, 1.576, -1.901], [3.108, 0.716, -3.276]], "atomic_forces_ev_per_a": [[-1.067, 0.497, -0.677], [0.010, 0.062, -0.016], [0.011, -0.060, 0.006], [-0.049, 0.002, -0.019], [0.032, 0.024, 0.032], [-0.082, -0.047, -0.078], [0.152, -0.200, 0.294], [-0.037, 0.096, 0.088], [0.040, -0.220, -0.089], [0.026, -0.001, 0.034], [-0.041, -0.036, -0.015], [0.019, 0.000, 0.027], [-0.030, 0.018, -0.029], [0.178, 0.071, -0.325], [-0.079, 0.069, 0.103], [-0.079, -0.052, 0.134], [0.038, -0.067, 0.013], [0.103, 0.117, -0.303], [-0.028, 0.137, 1.802], [0.648, -0.304, -0.676], [-0.052, 0.027, -0.103], [-0.111, -0.002, -0.096], [0.017, 0.009, -0.010], [-0.014, 0.018, 0.020], [-0.020, 0.004, -0.027], [-0.005, 0.000, 0.028], [0.175, -0.138, -0.008], [0.002, -0.001, 0.028], [0.012, -0.011, 0.013], [-0.007, 0.001, 0.000], [0.164, -0.160, 0.353], [-0.226, 0.247, -0.445], [0.161, 0.171, -0.071], [0.093, -0.341, -0.081], [-0.053, -0.053, 0.149], [-0.022, -0.010, 0.012], [0.104, 0.109, 0.036], [0.015, 0.022, -0.016], [0.022, -0.039, -0.007], [-0.018, 0.040, -0.077]], "multiplicity": 1, "total_charge": -2, "homo_ev": -0.810, "e_lumo_ev": 4.120}


| no. | energy (Eh) |
| --- | --- |
| 1 | -1196.76014 |
| 2 | -5238.12402 |
| 3 | -3783.42678 |